Run one
2 unconnected molecules or ions with the total composition C3H7NO2, computed with ωB97M-V/def2-TZVPD.

Last column: Löwdin charge in e.
CARTESIAN COORDINATES (ANGSTROEM)
C (-2.17929, 0.11224, 0.80745)  -0.053
N (-2.10668, -0.45757, -0.30880)  -0.082
O (-1.31979, 0.16922, -1.26581)  -0.082
H (-2.78947, -0.36923, 1.55103)  0.066
H (-1.67845, 1.04371, 1.05903)  0.079
H (-1.36859, -0.40924, -2.04038)  0.103
C (1.74349, 0.59623, -0.16047)  -0.057
C (1.52688, -0.81776, 0.26707)  -0.343
O (2.01644, -1.78569, -0.24235)  0.046
H (2.52500, 0.65866, -0.91280)  0.082
H (1.99357, 1.21259, 0.70002)  0.078
H (0.80709, 0.96582, -0.57863)  0.055
H (0.82980, -0.91898, 1.12462)  0.109

Summary:
SMILES: C=NO.CC=O
E_HOMO, eV: -9.750
2S+1: 1

Run two
2 unconnected molecules or ions with the total composition C3H7NO2, computed with ωB97M-V/def2-TZVPD.

Last column: Löwdin charge in e.
CARTESIAN COORDINATES (ANGSTROEM)
C (0.87034, 0.24449, 0.43993)  0.115
C (-0.41935, 0.54197, 0.26700)  -0.365
C (-1.06735, 1.86459, 0.54854)  -0.064
N (-1.38893, -0.46360, -0.11748)  0.012
O (-0.95569, -1.43324, -0.70013)  -0.020
H (1.28132, -0.73565, 0.21058)  0.046
H (1.55709, 1.00175, 0.80845)  0.080
H (-1.99526, 1.71894, 1.10977)  0.078
H (-0.40103, 2.51273, 1.12288)  0.078
H (-1.32614, 2.37741, -0.38488)  0.082
O (1.75736, -2.31669, -1.18597)  -0.080
H (0.83213, -2.03854, -1.27871)  -0.006
H (1.70451, -3.12380, -0.66112)  0.044

Summary:
SMILES: C=C(C)N=O.O
E_HOMO (alpha / beta), eV: -9.513 / -9.513
2S+1: 1

Run three
A single C3H7NO2 molecule, computed with ωB97M-V/def2-TZVPD.

Last column: Löwdin charge in e.
CARTESIAN COORDINATES (ANGSTROEM)
C (2.78916, -1.21065, -0.01623)  -0.023
N (1.74658, -0.47988, 0.10159)  -0.022
O (0.55104, -1.20449, -0.20987)  -0.111
C (-0.52678, -0.31943, 0.22992)  -0.299
O (-1.01626, 0.48388, -0.71463)  -0.110
C (-1.93628, 1.42145, -0.26295)  -0.088
H (2.71121, -2.28461, -0.27718)  0.090
H (3.71923, -0.63815, 0.06732)  0.073
H (-0.16709, 0.19221, 1.04829)  0.094
H (-1.32344, -1.01842, 0.57251)  0.144
H (-2.60198, 1.04128, 0.43256)  0.068
H (-1.38233, 2.28838, 0.08174)  0.102
H (-2.56305, 1.72843, -1.05307)  0.081

Summary:
SMILES: C=NOCOC
E_HOMO, eV: -9.899
2S+1: 1

Short version: run one is the most stable of them.

Run one
A single C3H7NO2 molecule, computed with ωB97M-V/def2-TZVPD.

Last column: Löwdin charge in e.
CARTESIAN COORDINATES (ANGSTROEM)
O (1.49391, 1.76079, -1.79871)  -0.034
C (1.45773, 0.70101, -1.13282)  -0.263
N (0.09376, 0.11615, -1.04574)  -0.039
C (-0.24721, -0.89011, 0.05441)  -0.195
C (-0.86400, -0.22814, 1.30809)  -0.282
O (-1.50858, -1.18638, 2.16741)  -0.129
H (2.13603, 0.10079, -0.41618)  0.147
H (-0.60511, 0.89952, -1.34599)  0.165
H (-0.97161, -1.60249, -0.56370)  0.144
H (0.56538, -1.52047, 0.38724)  0.099
H (-0.03209, 0.08684, 2.05289)  0.138
H (-1.41231, 0.73999, 1.23098)  0.116
H (-2.29835, -1.60919, 1.64729)  0.134

Summary:
SMILES: O=CNCCO
E_HOMO, eV: -9.658
2S+1: 1

Run two
2 unconnected molecules or ions with the total composition C3H7NO2, computed with ωB97M-V/def2-TZVPD.

Last column: Löwdin charge in e.
CARTESIAN COORDINATES (ANGSTROEM)
C (-0.09542, -0.48411, 1.65353)  0.001
C (1.59448, 0.79330, 2.90028)  0.222
N (0.71023, 0.78228, 1.85878)  0.044
H (0.54704, -1.23889, 2.11932)  0.096
H (0.03275, -0.70660, 0.58306)  0.083
H (-1.09715, -0.36036, 1.89116)  0.081
H (1.44574, -0.04392, 3.52620)  0.093
H (2.16897, 1.53395, 3.22097)  0.058
H (0.71399, 1.40390, 0.96003)  0.214
O (-0.14945, 0.25169, -1.56243)  -0.199
C (-0.91004, -0.11129, -2.50028)  -0.711
O (-1.20075, -1.25073, -2.77755)  -0.075
H (-1.51547, 0.74088, -2.91350)  0.092

Summary:
E_HOMO, eV: -7.059
2S+1: 1

Run three
A single C3H7NO2 molecule, computed with ωB97M-V/def2-TZVPD.

Last column: Löwdin charge in e.
CARTESIAN COORDINATES (ANGSTROEM)
H (-3.45336, 0.31831, -0.74511)  0.043
N (-2.54241, 0.10660, -0.35224)  0.127
C (-1.74877, -0.49285, -1.11256)  -0.584
O (-1.88504, -0.90538, -2.37998)  0.094
O (-0.44487, -0.86962, -0.69804)  -0.115
C (0.71596, -0.82131, 0.57199)  -0.041
C (1.60075, 0.34452, 0.29034)  -0.099
H (-2.77960, -0.71144, -2.69233)  0.118
H (1.14864, -1.79454, 0.37891)  0.104
H (0.13199, -0.76751, 1.48296)  0.103
H (1.97704, 0.29693, -0.73074)  0.082
H (1.06496, 1.28238, 0.43320)  0.083
H (2.44946, 0.30866, 0.97972)  0.084

Summary:
SMILES: [H]/N=C(\O)OCC
E_HOMO, eV: -9.494
2S+1: 1

Run four
2 unconnected molecules or ions with the total composition C3H7NO2, computed with ωB97M-V/def2-TZVPD.

Last column: Löwdin charge in e.
CARTESIAN COORDINATES (ANGSTROEM)
C (-1.65328, 1.43974, 0.61960)  0.003
C (-1.36014, 1.25937, 1.96252)  -0.265
O (-0.48437, 0.24892, 2.25404)  -0.028
H (-2.13268, 2.38395, 0.15115)  0.076
H (-1.17007, 0.80174, -0.17553)  0.037
H (-2.02588, 1.67061, 2.67246)  0.087
H (-0.53740, 0.12061, 3.20939)  0.096
N (2.08805, -1.01637, -1.01119)  0.105
C (0.76235, -0.94750, -1.45479)  -0.390
O (0.44857, -0.95632, -2.63517)  -0.007
H (2.81945, -1.01146, -1.70413)  0.094
H (2.27054, -0.69065, -0.06695)  0.088
H (-0.04746, -1.01060, -0.72300)  0.106

Summary:
SMILES: C=CO.NC=O
E_HOMO, eV: -9.026
2S+1: 1

Short version: run four is the most stable of them.